Formula: C3H7NO
Source: OMol25
Level of theory: the ωB97M-V functional and the def2-TZVPD basis

F_max (Eh/bohr): 0.0077
E_LUMO (Eh): 0.0330
E_HOMO (eV): -8.88
Gap between HOMO and LUMO (eV): 9.7782
E_tot (Eh): -248.35392

Element x y z (Å)
1 O 1.533 0.490 0.868
2 C 1.173 -0.592 0.054
3 C -0.159 -0.298 -0.650
4 C -1.277 0.219 0.291
5 N -0.417 1.006 -1.005
6 H 1.216 1.270 0.375
7 H 1.098 -1.489 0.680
8 H 1.931 -0.791 -0.721
9 H -0.509 -1.108 -1.306
10 H -0.908 0.270 1.316
11 H -2.222 -0.288 0.104
12 H -1.457 1.311 -0.006

Cartesian forces, eV/Å:
O 0.04 0.21 -0.08
C -0.04 -0.27 -0.12
C 0.04 0.02 -0.06
C -0.17 -0.24 0.26
N 0.00 -0.14 0.02
H 0.06 -0.04 0.13
H -0.03 0.11 -0.08
H -0.12 0.05 0.11
H 0.05 0.10 0.08
H -0.03 0.01 -0.19
H 0.17 0.10 -0.03
H 0.04 0.08 -0.05